1.
{
  "formula": "C27H20BBiF6IN7O10S4",
  "method": "ωB97M-V/def2-TZVPD",
  "total_charge": -2,
  "homo_ev": -2.5,
  "total_energy_ha": -4905.791747,
  "e_lumo_ha": 0.141,
  "mol_weight_g_mol": 1191.448,
  "e_above_lowest_kcal_mol": 71.3,
  "elements": ["Bi", "C", "C", "N", "N", "C", "B", "N", "C", "C", "C", "N", "N", "C", "C", "C", "N", "H", "H", "H", "H", "H", "H", "H", "H", "H", "H", "I", "C", "C", "C", "C", "C", "C", "C", "C", "C", "C", "H", "H", "H", "H", "H", "H", "O", "S", "O", "O", "C", "C", "C", "C", "C", "C", "S", "O", "O", "O", "H", "H", "H", "H", "F", "C", "F", "F", "S", "O", "O", "N", "S", "O", "O", "C", "F", "F", "F"],
  "positions_angstrom": [[-0.53, 0.24, 0.66], [2.59, 0.07, -1.31], [1.95, -0.82, -2.29], [1.21, -0.42, -3.24], [0.03, 1.56, -2.34], [0.55, 1.53, -1.01], [-1.47, 1.55, -2.49], [-2.10, 2.40, -1.32], [-2.76, 3.56, -1.41], [-3.11, 3.98, -0.14], [-2.61, 2.99, 0.71], [-2.02, 2.04, -0.02], [-2.04, 0.09, -2.34], [-2.66, -0.67, -3.26], [-2.73, -1.97, -2.79], [-2.10, -1.93, -1.55], [-1.69, -0.68, -1.29], [3.61, -0.15, -1.01], [2.21, -1.88, -2.26], [0.39, 2.51, -0.55], [-1.86, 2.00, -3.55], [-2.95, 4.01, -2.38], [-3.63, 4.89, 0.13], [-2.66, 2.89, 1.79], [-3.03, -0.23, -4.17], [-3.17, -2.82, -3.28], [-1.88, -2.72, -0.84], [1.38, 1.98, 2.22], [2.67, 2.93, 0.84], [3.24, 4.17, 1.08], [3.81, 4.86, 0.02], [3.79, 4.35, -1.27], [3.21, 3.11, -1.53], [3.10, 2.60, -2.93], [2.23, 1.82, -3.60], [0.91, 1.05, -3.35], [1.99, 1.17, -0.88], [2.72, 2.37, -0.43], [3.20, 4.61, 2.07], [4.24, 5.85, 0.20], [4.18, 4.94, -2.09], [3.92, 2.98, -3.55], [2.53, 1.66, -4.64], [0.36, 1.13, -4.28], [-3.22, 1.91, 3.82], [-2.32, 0.76, 3.78], [-2.23, 0.02, 5.01], [-1.02, 1.18, 3.19], [-3.14, -0.36, 2.57], [-4.37, 0.11, 2.11], [-5.21, -0.69, 1.35], [-4.84, -1.99, 1.05], [-3.63, -2.48, 1.49], [-2.76, -1.68, 2.24], [-1.11, -2.41, 2.41], [-0.64, -2.29, 0.99], [-1.35, -3.78, 2.79], [-0.36, -1.59, 3.32], [-4.65, 1.12, 2.38], [-6.16, -0.30, 1.01], [-5.50, -2.63, 0.47], [-3.30, -3.48, 1.25], [4.25, -0.76, 2.59], [3.63, -1.92, 2.83], [3.02, -1.83, 4.00], [4.57, -2.87, 2.92], [2.47, -2.28, 1.46], [1.76, -1.02, 1.42], [3.31, -2.50, 0.30], [1.89, -3.59, 2.05], [1.40, -4.91, 1.33], [0.46, -4.84, 0.26], [1.24, -5.91, 2.35], [2.92, -5.50, 0.42], [4.04, -5.38, 1.13], [2.74, -6.81, 0.17], [3.09, -4.90, -0.75]]
}

2.
{
  "formula": "C17H17FN2O2",
  "method": "ωB97M-V/def2-TZVPD",
  "total_charge": 0,
  "homo_ev": -8.4,
  "total_energy_ha": -1017.869604,
  "e_lumo_ha": 0.027,
  "mol_weight_g_mol": 300.333,
  "smiles": "O=C(Nc1ccccc1N1CCOCC1)c1cccc(F)c1",
  "e_above_lowest_kcal_mol": 10.4,
  "elements": ["O", "C", "N", "C", "C", "C", "C", "C", "C", "N", "C", "C", "O", "C", "C", "C", "C", "C", "C", "C", "F", "C", "H", "H", "H", "H", "H", "H", "H", "H", "H", "H", "H", "H", "H", "H", "H", "H", "H"],
  "positions_angstrom": [[-1.27, -0.30, 3.23], [-1.06, 0.04, 2.08], [-0.13, 0.98, 1.77], [-0.02, 1.65, 0.52], [-0.96, 2.62, 0.22], [-0.94, 3.28, -1.00], [0.03, 2.95, -1.93], [0.98, 1.99, -1.63], [0.98, 1.31, -0.41], [1.87, 0.27, -0.15], [2.72, 0.32, 1.02], [3.14, -1.10, 1.39], [3.81, -1.73, 0.32], [2.99, -1.77, -0.82], [2.56, -0.37, -1.26], [-1.78, -0.54, 0.91], [-3.17, -0.55, 0.90], [-3.86, -1.09, -0.17], [-3.17, -1.63, -1.25], [-1.79, -1.63, -1.21], [-1.10, -2.16, -2.25], [-1.08, -1.10, -0.15], [0.27, 1.44, 2.58], [-1.72, 2.85, 0.95], [-1.68, 4.03, -1.22], [0.06, 3.45, -2.88], [1.73, 1.76, -2.37], [2.20, 0.78, 1.85], [3.63, 0.91, 0.80], [3.84, -1.10, 2.23], [2.25, -1.68, 1.67], [3.58, -2.25, -1.61], [2.10, -2.38, -0.62], [1.88, -0.46, -2.11], [3.45, 0.21, -1.56], [-3.71, -0.14, 1.74], [-4.94, -1.09, -0.18], [-3.69, -2.05, -2.10], [0.00, -1.13, -0.15]]
}

3.
{
  "formula": "C5H29NO11",
  "method": "ωB97M-V/def2-TZVPD",
  "total_charge": 0,
  "homo_ev": -9.1,
  "total_energy_ha": -1090.177220,
  "e_lumo_ha": 0.003,
  "mol_weight_g_mol": 279.283,
  "smiles": "CCN(C)CC(=O)O.O.O.O.O.O.O.O.O.O",
  "e_above_lowest_kcal_mol": 140.6,
  "elements": ["C", "C", "N", "C", "C", "C", "O", "O", "H", "H", "H", "H", "H", "H", "H", "H", "H", "H", "H", "O", "H", "H", "O", "H", "H", "O", "H", "H", "O", "H", "H", "O", "H", "H", "O", "H", "H", "O", "H", "H", "O", "H", "H", "O", "H", "H"],
  "positions_angstrom": [[-1.16, -2.84, -0.78], [-2.25, -1.72, -1.03], [-1.76, -0.48, -1.71], [-2.19, -0.41, -3.11], [-0.38, -0.11, -1.58], [0.57, -0.87, -2.42], [0.78, -2.05, -2.54], [1.39, -0.01, -3.11], [-1.59, -3.83, -0.60], [-0.56, -2.86, 0.14], [-0.37, -2.71, -1.38], [-2.71, -1.34, -0.12], [-3.10, -2.20, -1.52], [-3.23, -0.19, -3.16], [-2.20, -1.42, -3.44], [-1.54, 0.27, -3.81], [-0.05, -0.27, -0.48], [-0.22, 1.01, -1.92], [2.21, -0.58, -3.53], [1.78, -1.13, 5.13], [1.90, -0.18, 5.19], [0.88, -1.04, 4.79], [-1.63, 3.66, 0.16], [-0.83, 3.75, -0.36], [-1.81, 2.68, 0.05], [1.58, 1.00, 0.99], [1.85, 1.59, 1.74], [1.02, 0.24, 1.21], [-1.77, 2.79, 2.97], [-2.68, 2.71, 3.18], [-1.58, 2.95, 2.01], [4.49, 1.31, -1.12], [3.75, 1.03, -0.63], [4.33, 2.10, -1.49], [3.14, -2.04, -4.09], [3.16, -2.62, -3.27], [2.22, -2.24, -4.30], [0.84, 1.87, 3.60], [1.08, 2.68, 3.37], [-0.13, 1.95, 3.96], [-1.60, -1.49, 4.57], [-1.19, -2.45, 4.37], [-1.84, -1.46, 5.43], [-2.34, 1.13, 0.77], [-2.74, 0.64, -0.08], [-2.61, 0.53, 1.46]]
}

4.
{
  "formula": "C38H43BBrN8O2S5Sn",
  "method": "ωB97M-V/def2-TZVPD",
  "total_charge": -1,
  "homo_ev": -4.0,
  "total_energy_ha": -6866.680360,
  "e_lumo_ha": 0.073,
  "mol_weight_g_mol": 1013.578,
  "e_above_lowest_kcal_mol": 6.1,
  "elements": ["Sn", "S", "C", "N", "C", "C", "N", "C", "C", "C", "C", "C", "C", "C", "C", "S", "C", "C", "C", "C", "C", "C", "C", "H", "H", "H", "H", "H", "H", "H", "H", "H", "H", "H", "H", "H", "H", "H", "H", "H", "H", "C", "N", "C", "C", "N", "B", "N", "C", "C", "N", "C", "C", "S", "C", "S", "H", "H", "H", "H", "H", "H", "H", "H", "H", "H", "H", "H", "N", "C", "C", "C", "O", "O", "H", "H", "H", "H", "H", "H", "S", "C", "C", "N", "C", "H", "H", "H", "Br", "C", "C", "C", "C", "C", "C", "H", "H", "H", "H"],
  "positions_angstrom": [[0.96, -0.06, 1.21], [-0.30, 2.36, -0.94], [-1.00, 1.24, -1.93], [-2.34, 1.14, -2.02], [-2.96, 0.26, -2.97], [-2.10, -0.97, -3.16], [-0.76, -0.57, -3.50], [-0.05, -1.40, -4.45], [-0.72, -1.28, -5.79], [-0.70, -0.07, -6.48], [-1.36, 0.06, -7.69], [-2.04, -1.02, -8.22], [-2.09, -2.22, -7.53], [-1.43, -2.35, -6.32], [-0.16, 0.40, -2.79], [1.44, 0.75, -2.96], [-3.23, 1.99, -1.26], [-4.15, 1.22, -0.36], [-3.71, 0.08, 0.31], [-4.56, -0.61, 1.15], [-5.87, -0.19, 1.33], [-6.31, 0.94, 0.67], [-5.46, 1.64, -0.17], [-3.10, 0.78, -3.94], [-3.95, -0.02, -2.59], [-2.49, -1.59, -3.97], [-2.08, -1.56, -2.23], [-0.05, -2.43, -4.08], [0.98, -1.03, -4.49], [-0.17, 0.77, -6.05], [-1.34, 1.01, -8.21], [-2.53, -0.92, -9.18], [-2.66, -3.05, -7.93], [-1.46, -3.28, -5.79], [-3.81, 2.61, -1.96], [-2.60, 2.66, -0.67], [-2.69, -0.24, 0.17], [-4.21, -1.49, 1.67], [-6.53, -0.74, 1.98], [-7.34, 1.27, 0.79], [-5.82, 2.52, -0.68], [4.64, -0.02, 2.79], [4.11, 1.28, 3.07], [4.75, 2.48, 2.88], [3.96, 3.43, 3.44], [2.86, 2.84, 3.97], [1.85, 3.59, 4.91], [0.46, 2.99, 4.67], [-0.25, 2.20, 5.53], [-1.34, 1.72, 4.88], [-1.29, 2.22, 3.60], [-2.17, 1.91, 2.51], [-0.18, 2.99, 3.49], [0.25, 3.83, 2.12], [2.94, 1.53, 3.70], [1.82, 0.30, 4.00], [5.71, -0.03, 3.00], [4.47, -0.30, 1.75], [4.12, -0.74, 3.42], [5.68, 2.54, 2.36], [4.11, 4.49, 3.49], [2.18, 3.37, 6.05], [1.88, 4.74, 4.61], [0.09, 2.02, 6.52], [-2.13, 1.10, 5.23], [-2.49, 0.87, 2.58], [-1.61, 2.06, 1.58], [-3.05, 2.56, 2.50], [-0.41, -1.84, 2.45], [-0.56, -3.14, 1.82], [-1.35, -3.05, 0.52], [-0.55, -2.29, -0.57], [-0.10, -2.92, -1.52], [-0.48, -1.03, -0.41], [0.15, -1.93, 3.29], [-1.31, -1.46, 2.72], [-1.07, -3.85, 2.50], [0.43, -3.53, 1.61], [-2.29, -2.53, 0.69], [-1.55, -4.06, 0.15], [4.03, 3.43, -0.72], [4.77, 1.90, -1.03], [4.01, 0.91, -0.50], [2.90, 1.33, 0.14], [2.77, 2.62, 0.10], [5.68, 1.84, -1.59], [4.21, -0.15, -0.55], [1.95, 3.15, 0.56], [5.35, -5.59, 1.20], [4.14, -4.11, 1.16], [3.60, -3.66, 2.35], [2.74, -2.57, 2.32], [2.42, -1.89, 1.14], [2.97, -2.41, -0.03], [3.81, -3.51, -0.04], [3.86, -4.14, 3.28], [2.33, -2.23, 3.26], [2.70, -1.97, -0.98], [4.20, -3.91, -0.97]]
}

5.
{
  "formula": "C26H14Cl3N3O8Ru",
  "method": "ωB97M-V/def2-TZVPD",
  "total_charge": -1,
  "homo_ev": [-5.9, -6.0],
  "total_energy_ha": -3240.739797,
  "e_lumo_ha": [0.042, 0.059],
  "mol_weight_g_mol": 703.840,
  "s2": 0.814,
  "spin_multiplicity": 2,
  "e_above_lowest_kcal_mol": 40.6,
  "elements": ["Ru", "Cl", "C", "C", "C", "Cl", "C", "O", "C", "Cl", "C", "H", "H", "O", "C", "O", "C", "C", "C", "C", "C", "C", "O", "N", "O", "O", "N", "O", "O", "H", "H", "N", "C", "C", "C", "C", "C", "C", "C", "C", "C", "C", "C", "C", "C", "H", "H", "H", "H", "H", "H", "H", "H", "H", "H"],
  "positions_angstrom": [[-0.34, 0.38, 0.04], [-3.05, -3.29, 5.81], [-2.71, -2.63, 4.24], [-2.08, -1.41, 4.14], [-1.81, -0.89, 2.88], [-1.04, 0.66, 2.71], [-2.13, -1.57, 1.68], [-1.86, -1.10, 0.51], [-2.78, -2.81, 1.86], [-3.21, -3.70, 0.44], [-3.08, -3.33, 3.10], [-1.79, -0.85, 5.02], [-3.59, -4.28, 3.17], [-0.88, 1.23, -4.06], [-0.95, 1.37, -2.85], [-0.40, 0.55, -2.03], [-1.75, 2.56, -2.32], [-2.44, 3.27, -3.27], [-3.28, 4.34, -2.93], [-3.47, 4.66, -1.61], [-2.77, 4.00, -0.63], [-1.82, 2.94, -0.93], [-1.13, 2.42, -0.01], [-3.04, 4.40, 0.74], [-4.10, 5.00, 0.94], [-2.22, 4.19, 1.62], [-3.96, 5.08, -3.96], [-4.70, 6.00, -3.62], [-3.78, 4.76, -5.13], [-2.32, 2.98, -4.31], [-4.16, 5.45, -1.33], [1.58, 0.29, 0.62], [2.37, -0.65, 0.34], [3.84, -0.42, 0.23], [4.74, -1.39, 0.67], [6.10, -1.16, 0.57], [6.57, 0.03, 0.03], [5.67, 1.00, -0.40], [4.31, 0.78, -0.29], [1.84, -2.04, 0.10], [2.28, -2.79, -0.99], [1.70, -4.02, -1.25], [0.70, -4.51, -0.42], [0.28, -3.78, 0.67], [0.84, -2.54, 0.93], [4.37, -2.31, 1.09], [6.80, -1.91, 0.92], [7.64, 0.20, -0.06], [6.04, 1.93, -0.82], [3.60, 1.53, -0.61], [3.06, -2.40, -1.63], [2.02, -4.59, -2.12], [0.25, -5.47, -0.64], [-0.49, -4.17, 1.33], [0.54, -1.97, 1.80]]
}

6.
{
  "formula": "C3H5Cl",
  "method": "ωB97M-V/def2-TZVPD",
  "total_charge": 0,
  "homo_ev": -9.0,
  "total_energy_ha": -577.449584,
  "e_lumo_ha": 0.042,
  "mol_weight_g_mol": 76.526,
  "smiles": "C/C=C/Cl",
  "e_above_lowest_kcal_mol": 14.8,
  "elements": ["C", "C", "C", "Cl", "H", "H", "H", "H", "H"],
  "positions_angstrom": [[0.63, 0.01, 0.03], [-0.76, 0.39, -0.18], [-1.84, -0.35, 0.20], [-3.48, 0.07, -0.04], [1.13, 0.74, 0.65], [0.90, -1.08, 0.28], [1.14, 0.34, -0.89], [-1.04, 1.47, -0.61], [-1.84, -1.37, 0.79]]
}